[1]
Computed, not measured: a 4-piece molecular cluster, C33H77N3O11SSi overall at a distorted geometry, with wB97M-V/def2-TZVPD.

- HOMO-LUMO gap (eV) = 8.615
- HOMO (eV) = -8.19
- DFT total energy (eV) = -81171.5726
- SMILES = CC[C@@H](C)[Si@@H](CCCCCCOC(C)=O)CCCS(=O)(=O)O.COCCNCCOC.COCCNCCOC.COCCNCCOC

XYZ file:
```
126
Properties=species:S:1:pos:R:3:forces:R:3
N 0.645 -2.101 3.923 0.1 0.3 0.0
C -10.638 0.551 -0.340 0.2 0.0 0.2
C 1.856 1.595 -1.552 -0.2 -0.5 -0.6
H 4.447 8.993 -4.183 0.0 0.0 0.0
H 4.216 6.876 -3.161 0.0 0.1 0.1
H 3.996 2.591 -3.694 0.0 0.0 -0.1
O 4.370 11.153 -1.812 -0.1 0.0 0.0
C -0.625 -3.154 -2.241 0.0 0.2 -0.2
H -10.664 0.651 0.745 0.0 0.0 0.0
H -4.439 -0.532 -3.526 0.1 0.0 0.0
N 2.681 8.633 -1.445 0.0 0.2 -0.2
H 1.125 -5.925 5.784 0.0 0.0 0.0
H -6.557 -0.086 -4.066 0.0 0.0 0.0
O 1.839 4.150 -1.998 -0.2 -0.1 -0.6
H -0.154 2.208 -1.890 -0.1 0.1 -0.3
C 3.136 6.935 -3.351 0.0 -0.1 -0.1
H -3.320 -4.413 -1.629 -0.1 0.0 0.0
H -0.774 -1.691 2.481 0.0 0.0 0.0
C -4.200 0.519 -3.364 -0.2 0.2 0.2
H 3.718 10.599 0.077 0.0 0.0 0.0
C -6.760 0.588 -3.230 0.0 0.1 -0.2
H -8.473 1.229 -4.408 -0.1 -0.1 0.1
H 4.767 8.539 -1.906 0.0 0.0 0.0
H 2.725 -10.949 2.918 0.0 0.0 0.1
H 2.812 9.683 -4.048 0.0 0.0 0.0
C 0.487 1.382 -2.195 0.2 -0.1 0.3
H -7.785 3.174 -2.175 0.0 0.0 0.1
S 2.710 3.026 -2.118 0.5 0.4 1.5
O 3.920 -9.409 2.209 0.0 0.1 0.1
H 3.395 -6.413 3.113 0.0 0.0 0.0
O 2.769 -0.695 5.608 -0.1 0.0 -0.1
C 1.715 -7.944 5.569 -0.1 -0.2 0.1
H 2.728 -2.207 3.449 0.0 0.0 0.0
C 3.431 8.960 -4.588 0.0 0.0 -0.1
H 4.398 -7.219 4.347 0.0 0.0 0.0
H 2.346 9.422 -1.977 0.1 0.0 -0.1
H 3.451 -2.597 5.741 0.0 0.0 0.0
H -2.989 -5.237 -3.138 0.0 0.0 0.0
H 1.443 -0.380 7.174 0.0 0.0 0.0
O 1.096 -0.228 1.292 0.0 0.1 0.1
H -0.560 0.248 -0.719 0.1 -0.2 0.1
C 1.834 0.447 2.294 0.0 0.0 -0.1
C 2.503 -2.090 5.551 0.1 -0.1 0.1
C 1.730 -6.500 5.078 -0.1 0.1 0.0
H 1.252 -6.388 4.096 0.1 -0.1 0.0
H 5.907 -9.685 2.453 0.0 0.0 0.0
H 3.464 9.262 -5.634 0.0 0.0 0.0
C 4.982 -9.948 2.964 0.0 0.0 0.0
C 2.341 7.389 -2.135 -0.1 0.0 0.3
H 1.298 7.474 -2.447 0.0 -0.1 0.0
H -0.743 -4.124 -2.725 0.0 -0.1 0.2
H 5.412 10.275 -0.319 0.0 0.0 0.0
H 2.800 5.920 -3.562 0.0 0.0 0.0
C 4.079 8.822 -1.099 -0.1 -0.1 0.0
H -2.367 -3.265 -4.197 -0.1 0.2 -0.1
H -0.289 -3.301 -1.216 0.0 -0.1 0.0
H 0.606 -1.983 0.478 0.0 0.0 0.0
H 0.016 -3.249 2.311 0.0 0.0 0.0
H 2.263 -7.974 6.513 0.0 0.0 0.0
H 0.917 0.287 5.613 0.0 0.0 0.0
C 3.210 11.945 -1.928 0.0 0.0 0.0
C -2.916 -3.042 -3.278 -0.1 -0.2 0.3
H 2.777 -0.061 2.513 0.0 0.0 0.0
H -1.022 -0.566 -4.199 -0.1 0.0 0.0
H -10.099 -0.356 -0.600 0.0 0.0 -0.1
H 2.024 -3.643 4.199 0.0 0.0 -0.1
C -1.946 -2.338 -2.316 0.3 -0.2 -0.1
H 0.759 -9.451 3.337 0.0 0.0 0.0
C -5.431 1.163 -2.706 0.0 -0.1 0.0
H 4.653 -5.511 3.982 0.0 0.0 0.0
H 4.317 8.188 -0.237 0.0 0.0 0.0
H 2.379 6.577 -1.404 0.1 0.0 0.0
C 1.789 0.090 6.248 0.0 0.0 0.0
H -5.356 1.011 -1.627 -0.1 0.1 0.0
O 3.971 3.068 -1.429 0.1 -0.1 -0.3
H -3.757 -2.399 -3.531 0.1 0.1 -0.1
C 1.780 -9.053 3.352 -0.1 0.0 0.1
H 4.913 -11.039 3.027 0.0 0.0 0.0
H -2.476 1.664 -2.784 0.0 0.0 0.1
C -2.911 0.686 -2.546 0.0 0.1 -0.4
Si -1.525 -0.561 -2.795 0.1 0.0 0.2
C 3.893 -6.287 4.079 0.0 0.1 0.0
H 2.248 1.047 6.491 0.0 0.0 0.0
H 0.513 -1.160 4.263 0.1 0.0 0.0
C 4.393 10.252 -0.714 0.1 0.0 0.1
H 0.599 1.389 -3.282 -0.1 0.1 0.0
H 1.748 -8.065 2.875 0.0 0.0 0.0
C 0.196 -2.191 2.540 -0.1 -0.2 0.1
C 1.061 -1.638 1.411 0.0 0.0 -0.2
O 3.042 2.761 -3.650 -0.3 -0.1 -0.1
O -10.457 2.884 -0.850 -0.2 0.1 -0.1
H 2.058 1.444 1.915 0.0 0.0 0.0
H 2.363 11.401 -2.361 0.0 0.0 0.0
C -10.001 1.777 -0.935 0.2 0.0 0.1
H 1.805 -2.378 6.345 0.0 0.0 0.0
H -3.137 0.714 -1.474 0.0 -0.1 0.0
H 0.192 -2.656 -2.772 0.0 0.0 0.0
H -4.547 -4.452 -2.884 0.0 -0.1 -0.1
H 3.254 -8.997 4.755 0.0 0.1 0.0
O 2.993 -5.861 5.081 0.1 -0.1 0.1
H -7.174 2.400 -4.288 -0.1 0.0 -0.1
H 0.658 -0.694 -1.550 0.0 0.0 -0.1
C 2.634 -9.948 2.480 -0.1 -0.1 -0.1
H 5.032 -9.544 3.981 0.0 0.0 0.0
H -5.413 2.241 -2.890 0.1 0.0 0.2
H -7.240 -0.009 -2.454 0.0 -0.1 -0.1
H 3.450 12.775 -2.591 0.0 0.0 0.0
H -9.337 2.927 -2.980 0.0 0.1 0.0
O -8.847 1.501 -1.576 -0.4 -0.3 -0.4
C -8.446 2.422 -2.609 0.2 0.1 0.1
H -11.667 0.497 -0.690 0.0 0.0 0.0
H 2.505 0.744 -1.766 0.1 0.0 0.1
C -0.118 0.058 -1.703 -0.4 0.2 0.0
H 2.133 -10.050 1.514 0.0 0.0 0.0
C 2.003 -2.549 4.199 -0.1 -0.1 -0.1
H 0.672 -8.189 5.806 0.0 0.0 0.0
H 1.263 0.561 3.218 0.0 0.0 0.0
O 2.892 7.658 -4.547 0.0 0.0 0.0
C -3.476 -4.362 -2.708 0.1 0.0 0.1
H -4.064 0.982 -4.345 0.0 -0.2 -0.1
C -7.741 1.655 -3.720 0.1 0.1 0.1
H 1.796 1.703 -0.470 0.0 0.1 0.0
N 2.246 -9.011 4.728 0.2 0.1 -0.1
H 2.902 12.348 -0.957 0.0 0.0 0.0
H -2.380 -2.332 -1.310 -0.2 0.1 -0.1
H 2.082 -2.041 1.429 0.0 0.0 0.1
```
Positions in Å, forces in eV/Å.

Here are the Löwdin charges for atoms 1 to 5, given in e: -0.047, 0.022, -0.248, 0.088, 0.118


[2]
Computed, not measured: a 7-piece molecular cluster, C33H77N3O9 overall at a distorted geometry, with wB97M-V/def2-TZVPD.

- HOMO-LUMO gap (eV) = 8.417
- HOMO (eV) = -7.86
- ΔE to the lowest compared entry with this formula, charge and spin (eV) = 0.795
- DFT total energy (eV) = -58360.6332
- SMILES = CC1(C)CCCC(C)(C)N1O.CC1(C)CCCC(C)(C)N1O.CC1(C)CCCC(C)(C)N1O.OCCO.OCCO.CO.CO

XYZ file:
```
122
Properties=species:S:1:pos:R:3:forces:R:3
H 16.627 16.230 17.257 0.1 -0.9 0.5
H 13.011 14.530 7.422 0.5 -0.1 0.6
H 5.419 12.914 10.524 -0.1 0.4 0.9
C 13.856 15.246 9.283 -1.1 0.8 0.5
H 5.373 14.542 9.672 1.0 -1.5 0.8
H 17.329 14.802 18.152 -0.3 0.3 -1.3
C 8.644 15.495 9.248 -2.1 2.2 -0.2
C 11.074 10.033 11.826 0.9 0.1 1.2
C 15.801 16.345 14.576 -0.1 0.0 -0.6
H 10.343 16.108 15.524 0.4 0.2 -1.2
H 12.861 15.490 9.691 0.2 0.1 0.0
C 14.090 7.734 11.030 -0.2 0.7 0.3
H 11.471 8.047 14.005 -0.1 -0.5 0.8
H 6.959 16.088 7.767 0.7 0.0 0.3
H 11.943 14.277 16.906 -0.2 0.0 -0.4
H 15.883 12.898 13.899 -0.2 0.2 0.7
O 13.287 14.755 14.649 0.1 0.8 0.7
H 14.960 14.158 13.124 -0.1 -0.2 -0.3
N 7.797 15.552 10.608 -1.0 0.8 -2.1
H 12.544 16.731 17.094 -0.8 -0.1 0.1
N 14.343 14.555 15.603 -0.6 -0.2 -0.1
H 14.886 14.966 18.824 0.6 0.4 0.9
C 15.636 14.870 14.994 1.4 0.5 0.2
C 15.097 8.591 11.834 1.1 -1.1 -2.8
H 16.568 9.825 13.680 -0.8 -0.3 0.1
O 13.190 12.435 11.869 -0.7 0.9 -0.5
H 9.257 16.196 11.790 -0.8 -0.5 -0.4
O 12.570 17.052 11.586 -0.3 0.5 -0.4
H 13.158 18.966 10.588 -0.8 -0.8 0.0
H 14.959 16.587 13.938 -0.2 0.5 -0.2
H 17.103 13.538 15.870 -0.4 0.2 0.5
H 15.307 10.201 14.849 -0.3 0.1 0.5
C 16.835 14.609 15.930 -0.7 -1.9 0.6
N 13.256 9.647 13.027 0.2 0.4 0.1
H 13.995 16.811 18.237 -1.2 -0.5 -1.8
C 12.177 13.278 12.522 -0.5 -1.1 -1.3
H 16.709 14.188 13.105 -0.3 0.4 0.7
H 11.925 7.942 10.413 0.8 0.4 0.3
H 6.765 17.100 11.221 0.2 0.1 0.1
H 5.563 15.287 12.268 1.3 -0.9 0.3
H 9.809 12.284 10.096 0.0 0.5 -0.2
H 14.075 17.274 16.521 -0.1 -0.8 0.0
H 11.906 17.068 13.314 0.5 0.1 -0.7
H 8.386 12.731 9.163 -0.3 -0.5 -0.3
C 9.414 16.844 9.145 -1.0 -0.5 1.7
C 13.622 14.137 8.269 -2.0 0.6 0.4
C 15.827 13.978 13.748 -0.1 0.3 -0.8
H 13.987 7.906 14.957 0.1 -0.6 -0.9
C 6.045 13.693 10.093 -1.2 1.2 -2.0
H 16.698 16.369 13.959 0.0 0.3 -0.1
O 12.845 10.051 14.330 -0.8 -0.2 0.0
C 9.489 16.857 13.654 -0.5 -0.4 -0.8
C 15.225 14.674 17.855 -1.0 -1.8 -1.8
H 15.356 10.976 13.262 -0.3 0.1 0.1
H 12.621 14.258 18.510 0.4 0.0 -0.4
O 11.749 17.028 14.260 -0.3 -0.8 1.1
C 14.625 7.721 14.053 -2.5 0.7 0.0
H 10.718 15.166 14.026 0.4 0.1 0.2
H 14.404 17.789 11.150 -1.5 0.9 0.4
C 7.798 15.378 7.890 -0.5 -1.5 1.5
H 12.137 12.815 13.502 -0.7 0.8 0.4
C 7.110 14.298 11.007 0.0 -0.9 1.7
H 14.578 7.604 10.047 -0.7 -0.3 0.3
O 12.785 13.051 8.811 0.9 1.3 -1.6
H 10.299 14.310 8.609 0.0 0.1 0.0
H 7.110 14.857 13.174 0.0 0.1 -0.3
H 13.104 12.815 9.671 0.5 -0.3 1.1
H 6.373 13.113 9.220 0.6 0.6 0.0
C 13.357 18.224 11.383 2.6 -0.4 0.5
H 11.621 17.209 11.500 -0.3 0.2 -0.2
C 9.634 14.437 9.463 1.5 -1.8 2.0
H 12.401 9.306 14.808 0.6 0.5 -0.7
H 14.211 16.215 8.819 0.0 -1.3 0.3
C 10.602 16.184 14.424 -0.7 0.4 0.5
H 8.469 15.405 7.037 0.2 0.3 0.0
H 8.506 16.412 13.790 -0.1 -0.3 0.3
C 14.590 8.993 13.157 -0.3 -0.3 1.4
C 6.419 14.532 12.388 -1.0 1.7 -0.8
C 16.606 15.106 17.336 -0.7 1.3 1.5
O 9.762 16.878 12.234 0.9 0.7 1.2
H 10.698 10.725 12.634 0.2 -1.0 -0.7
H 13.236 13.099 17.276 -0.5 -0.2 0.1
H 5.949 13.637 12.747 -0.1 -0.7 0.0
O 14.717 14.875 10.369 -0.2 0.1 -0.7
C 11.590 7.768 12.978 -0.2 2.7 0.0
H 9.018 13.842 11.916 -0.7 -0.3 -0.1
H 10.608 7.718 12.590 -1.1 -0.8 -0.4
H 17.688 15.080 15.521 0.9 0.7 -0.6
H 9.413 17.874 13.979 0.0 0.7 0.2
C 13.589 16.517 17.172 2.1 0.4 1.4
H 11.181 13.278 11.954 1.1 -0.6 0.7
H 10.176 16.788 8.409 0.6 -0.1 -0.8
O 6.701 16.566 10.425 1.3 -1.1 -0.4
H 13.981 6.777 11.548 -0.1 -0.1 -0.4
C 9.060 13.072 9.927 -0.5 0.3 1.2
H 7.320 14.373 7.861 0.3 0.6 -0.1
C 13.970 14.983 16.967 1.8 2.3 -0.6
H 16.025 7.944 11.915 -0.9 0.9 0.3
H 15.921 17.112 15.362 -0.2 -0.7 -0.1
H 11.551 10.658 11.062 -0.5 0.0 0.0
H 12.154 6.894 12.837 0.7 -1.1 0.0
H 13.441 18.810 12.324 -0.1 -0.4 -0.4
H 7.959 12.430 11.871 0.0 0.4 -0.8
H 12.953 9.440 10.344 -0.1 -0.9 0.1
H 14.580 13.910 7.883 1.0 -1.3 -0.4
C 12.744 8.503 10.930 0.9 0.7 -1.0
H 14.443 6.769 13.527 -0.3 0.5 0.4
H 8.679 17.577 8.891 -0.2 0.8 -0.3
H 14.176 14.421 11.028 0.1 -0.1 0.0
H 10.258 14.795 10.344 -0.2 -0.4 -1.1
H 9.865 17.141 10.113 -0.2 -0.2 -0.7
H 15.563 7.680 14.471 2.5 -0.3 0.8
H 15.178 13.556 17.829 0.6 0.6 0.4
H 12.981 15.714 14.589 0.8 -0.9 0.5
H 15.381 9.393 11.115 -0.2 0.1 1.0
H 12.429 14.353 12.517 0.6 -0.7 0.2
C 12.182 9.015 12.260 -0.1 -1.2 0.0
H 10.312 9.378 11.409 -0.4 0.6 -0.2
H 13.063 11.505 12.163 0.3 0.6 0.1
C 15.479 10.039 13.805 1.5 0.4 -1.0
C 8.257 13.324 11.279 1.7 0.0 -0.9
C 12.866 14.113 17.440 -0.5 -0.7 0.8
```
Positions in Å, forces in eV/Å.

Here are the Löwdin charges for atoms 1 to 5, given in e: 0.114, 0.123, 0.080, -0.255, 0.121


[3]
Computed, not measured: a 7-piece molecular cluster, C33H78N12O11P overall, with wB97M-V/def2-TZVPD.

- total charge = -1
- HOMO-LUMO gap (eV) = 5.952
- HOMO (eV) = -4.13
- DFT total energy (eV) = -85184.1068

XYZ file:
```
135
Properties=species:S:1:pos:R:3:forces:R:3
C -1.102 -5.183 3.978 0.2 -0.2 0.2
H 1.321 0.707 -4.172 -0.2 -0.1 0.0
H 1.183 3.369 3.146 -0.2 -0.1 0.0
H -0.015 -4.324 -0.956 0.0 0.0 0.0
H -6.365 2.833 -3.443 -0.1 0.0 0.0
C 1.939 -2.544 -2.261 -0.3 0.2 -0.1
H -1.229 -4.840 2.953 -0.1 0.1 0.0
H -0.726 0.088 4.162 0.0 -0.1 0.0
H -1.310 5.441 0.426 0.0 0.1 0.1
H 1.518 0.927 -0.567 -0.2 0.0 0.0
H 1.882 2.592 -3.065 0.2 0.1 0.0
O -6.323 3.062 2.995 -0.1 0.0 0.2
H 6.553 -1.970 -6.941 0.0 0.0 0.0
H -4.518 -0.213 -3.558 0.1 -0.2 0.0
H 0.764 -3.257 0.230 -0.1 0.1 0.0
C 2.207 -4.031 -2.092 0.2 0.1 0.0
C 0.968 -7.917 7.828 0.1 0.1 -0.1
O 9.608 -2.859 -5.382 0.2 -0.1 -0.2
H 2.671 3.666 -0.905 0.0 -0.1 0.0
H 0.617 -4.998 0.564 0.0 0.0 0.1
H -9.001 -3.098 -3.470 0.0 0.0 0.0
H 2.060 4.345 1.351 0.0 0.1 0.0
C 1.756 0.435 -3.208 0.1 0.2 0.3
H -0.266 5.128 2.444 0.0 0.0 0.1
N -8.033 2.391 1.674 0.0 0.0 0.1
H 0.762 0.947 4.628 0.1 0.0 0.0
H -10.972 -0.281 -4.310 0.0 0.0 0.0
H 6.923 -3.756 -5.475 0.2 0.1 0.0
H 9.848 -0.072 -3.883 0.0 0.0 0.1
H -4.178 3.741 -1.354 -0.1 0.1 0.0
H 2.421 -0.660 3.597 0.0 0.1 0.0
H -8.997 2.155 1.546 0.0 0.0 0.0
H 0.974 -0.059 -2.626 0.0 -0.1 -0.1
H -4.872 0.963 -0.366 0.2 0.0 0.0
C 1.279 -4.389 3.749 -0.2 0.1 0.4
H 6.685 -3.535 -3.779 0.0 0.0 0.0
H -7.534 -2.187 -3.375 0.0 0.0 0.0
H 3.386 -0.228 -4.409 0.2 0.0 0.1
H 3.080 2.431 0.267 -0.1 -0.1 0.1
H 2.234 -8.452 6.245 0.0 0.1 0.0
N 9.453 -0.814 -4.428 0.2 -0.1 -0.2
H 2.975 -7.988 8.432 0.0 0.0 0.0
C -4.682 3.165 -0.573 0.3 -0.5 -0.1
H -4.470 2.865 1.522 0.0 0.0 0.1
C 0.083 -4.482 4.659 -0.7 0.1 0.0
H 4.896 5.934 1.658 -0.1 0.0 0.1
C 4.143 6.257 -0.270 -0.3 -0.2 0.4
H -9.355 2.619 3.841 0.0 0.0 0.0
O 6.035 -1.132 -3.922 0.1 0.0 0.1
H 1.818 -7.544 9.638 0.0 0.0 0.0
N 1.296 -8.276 6.550 0.0 -0.1 0.1
H 2.302 -1.059 1.889 0.0 -0.1 -0.1
C -9.141 -1.044 -3.865 0.1 -0.1 0.1
H 2.311 -1.991 -1.392 0.2 -0.1 0.0
C 2.935 -0.515 -3.454 -0.3 0.1 -0.4
H 3.615 8.154 -0.783 0.0 0.0 0.0
N -8.521 -2.223 -3.549 0.0 0.0 0.0
N -8.383 2.845 3.922 0.0 0.0 -0.1
C -4.901 1.769 -1.096 -0.4 -0.1 -0.6
C 0.041 0.792 3.805 -0.3 0.0 0.1
C 6.304 -1.863 -4.859 0.0 -0.1 -0.2
H 4.259 8.050 0.818 0.0 0.0 0.0
H 8.489 -0.751 -4.706 0.0 0.0 0.1
O -0.579 1.963 3.405 0.0 0.1 0.0
H 6.050 -0.443 -6.296 -0.1 0.0 0.0
C 1.492 1.891 -1.086 0.4 -0.3 0.2
H 3.513 -2.540 -3.705 0.0 0.0 -0.3
H 0.316 -2.459 2.337 0.0 -0.1 0.0
N 4.651 5.534 0.774 0.3 0.1 -0.2
H -2.012 -4.992 4.545 -0.1 0.0 -0.1
H -5.123 -0.669 -1.938 0.0 -0.2 -0.1
C -3.200 4.557 0.988 0.0 0.0 -0.2
H 1.912 -2.163 -4.395 0.1 -0.1 -0.1
O 1.419 1.377 2.042 0.1 0.0 0.1
C 2.578 -1.995 -3.544 0.1 0.1 0.4
H -0.467 2.139 1.104 -0.1 0.0 0.0
H 0.442 2.169 -1.192 -0.1 0.0 -0.1
C 2.153 1.726 -2.458 -0.3 0.0 0.0
N 6.314 -1.399 -6.153 0.1 0.0 0.1
H -4.662 3.285 -3.413 0.0 0.0 0.1
C -7.497 2.786 2.873 0.0 -0.1 -0.2
H -11.012 -1.984 -4.013 0.0 0.0 0.0
C -3.728 5.186 2.275 0.2 -0.1 0.2
C 1.383 3.708 0.770 0.2 -0.2 0.0
O 1.759 -5.369 3.259 0.4 -0.6 -0.2
O 3.803 5.732 -1.310 0.1 0.3 -0.3
C 2.234 2.918 -0.228 0.0 0.4 -0.2
H 3.237 1.750 -2.314 0.0 0.0 -0.1
H 3.252 -4.228 -2.342 0.0 -0.1 0.0
H 0.267 -1.883 4.006 0.0 0.0 0.0
C 0.931 -2.127 3.177 0.0 0.4 0.2
H -5.644 3.645 -0.357 0.0 0.2 -0.1
N 6.640 -3.174 -4.712 -0.4 0.0 0.1
N 2.025 -7.817 8.697 0.0 -0.1 0.0
H 4.683 4.538 0.658 -0.1 -0.1 0.0
P 0.336 2.823 2.094 0.3 0.1 0.1
H -3.533 5.217 0.177 0.1 0.0 -0.1
H -0.257 -3.512 5.014 0.2 0.0 0.0
H -0.026 -0.056 1.868 0.0 -0.1 0.0
C -5.146 1.432 -2.371 0.0 -0.1 0.5
C -5.275 -0.015 -2.794 0.1 0.6 0.0
H 0.861 -2.361 -2.292 0.0 0.0 0.1
H -3.749 4.463 3.091 0.0 0.0 0.0
O -0.178 -7.696 8.174 0.0 0.0 0.0
C -0.884 4.258 2.198 0.3 0.1 -0.1
C 1.715 -0.893 2.793 0.1 0.1 0.3
H -3.042 2.418 0.631 0.1 0.0 -0.1
H 0.549 -8.344 5.886 0.0 0.1 0.0
H 0.768 4.385 0.170 -0.2 0.0 0.1
N 4.015 7.608 -0.046 0.2 0.0 -0.1
O -8.533 0.006 -3.947 -0.1 0.0 -0.1
H -4.745 5.563 2.157 0.0 0.0 0.0
C -5.347 2.439 -3.476 0.2 0.0 0.0
N 11.416 -2.033 -4.287 0.0 0.0 -0.1
H 3.712 -0.377 -2.703 0.0 0.0 0.1
H -5.209 1.981 -4.457 0.0 0.0 0.0
H -1.533 4.084 3.051 -0.1 -0.1 0.0
H -0.955 -6.262 3.947 0.1 0.0 -0.1
C -3.828 3.175 0.698 -0.1 0.1 0.2
H 0.406 -5.052 5.531 0.0 0.0 0.0
H -8.016 3.128 4.810 0.0 0.0 0.0
H 11.853 -1.310 -3.750 0.0 0.0 0.0
C 0.788 -4.257 -0.212 0.0 0.0 -0.1
H -3.073 6.000 2.596 -0.1 0.1 -0.1
H -7.405 2.332 0.892 0.0 0.0 0.0
C 10.126 -1.957 -4.747 -0.2 0.2 0.2
O 2.046 -4.531 -0.785 -0.1 -0.1 0.1
H -1.396 3.720 0.191 0.0 0.1 -0.1
C -1.654 4.517 0.899 -0.2 -0.1 0.0
O 1.837 -3.184 3.568 0.1 0.2 -0.5
H 11.928 -2.867 -4.497 0.0 0.0 0.0
H 1.577 -4.605 -2.787 0.0 0.0 -0.1
H -6.249 -0.182 -3.257 0.0 -0.1 0.1
N -10.494 -1.130 -4.079 0.1 0.0 0.0
C 0.764 0.275 2.577 -0.1 0.0 -0.5
```
Positions in Å, forces in eV/Å.

Here are the Löwdin charges for atoms 1 to 5, given in e: -0.078, 0.101, 0.036, 0.090, 0.082